1.
102
Properties=species:S:1:pos:R:3:lowdin_charge:R:1 method="wB97M-V/def2-TZVPD" e_lumo_ev=-0.07 total_energy_ev=-100028.669 orbital_gap_ha=0.288 total_charge=0
Cu 3.90 -0.92 -0.90 0.516
O 0.16 -1.87 0.46 0.107
C 1.35 -1.63 0.02 -0.942
O 2.14 -2.52 -0.35 0.015
O 1.67 -0.49 0.09 0.025
H 0.19 -0.91 0.53 0.069
C -0.49 1.90 0.02 -0.110
O -1.01 3.21 -0.10 -0.163
C -2.34 3.26 0.30 -0.227
C -2.92 4.66 -0.06 -0.204
N -3.07 4.97 -1.49 -0.069
C -3.61 6.31 -1.66 -0.218
C -3.59 6.68 -3.16 -0.221
O -2.26 6.74 -3.67 -0.187
C -2.15 6.71 -5.10 -0.100
H 0.58 1.93 -0.18 0.070
H -1.02 1.16 -0.58 0.089
H -0.55 1.51 1.03 0.072
H -2.41 3.27 1.39 0.120
H -3.04 2.58 -0.20 0.118
H -2.41 5.48 0.45 0.109
H -3.93 4.69 0.35 0.112
H -2.25 4.73 -2.03 0.106
H -3.13 7.06 -1.03 0.113
H -4.66 6.23 -1.38 0.116
H -4.13 7.62 -3.20 0.112
H -4.26 5.98 -3.67 0.117
H -2.61 5.82 -5.51 0.080
H -1.10 6.80 -5.41 0.086
H -2.75 7.48 -5.58 0.079
C 3.99 -2.09 -3.94 -0.081
O 3.63 -0.99 -3.11 -0.244
C 3.70 0.34 -3.71 -0.148
C 3.50 1.43 -2.65 -0.170
N 4.53 1.31 -1.59 -0.064
C 4.13 2.13 -0.46 -0.215
C 5.06 1.91 0.78 -0.197
O 4.78 2.78 1.89 -0.182
C 3.59 2.37 2.62 -0.078
H 3.90 -3.02 -3.38 0.097
H 5.02 -2.13 -4.29 0.091
H 3.27 -2.14 -4.75 0.095
H 2.93 0.49 -4.47 0.126
H 4.67 0.43 -4.19 0.123
H 2.53 1.42 -2.14 0.121
H 3.58 2.43 -3.09 0.127
H 5.41 1.70 -1.89 0.128
H 3.14 1.93 -0.04 0.090
H 4.01 3.18 -0.71 0.129
H 6.12 2.06 0.55 0.119
H 5.01 0.86 1.06 0.107
H 3.15 3.29 2.98 0.093
H 3.84 1.70 3.44 0.084
H 2.87 1.83 2.00 0.070
C -4.14 -0.92 -1.23 -0.135
O -4.82 -1.54 -0.19 -0.189
C -3.96 -2.48 0.57 -0.136
C -2.93 -1.60 1.34 -0.240
N -3.53 -0.81 2.37 -0.054
C -2.53 0.05 3.05 -0.174
C -1.27 -0.71 3.55 -0.165
O -0.48 0.33 4.22 -0.191
C 0.80 -0.16 4.58 -0.125
H -4.95 -0.83 -1.95 0.086
H -3.34 -1.47 -1.73 0.081
H -3.83 0.11 -1.05 0.070
H -3.53 -3.34 0.07 0.100
H -4.59 -3.01 1.29 0.117
H -2.23 -1.05 0.71 0.097
H -2.31 -2.39 1.77 0.102
H -4.38 -0.36 2.05 0.109
H -3.07 0.51 3.87 0.118
H -2.26 0.85 2.36 0.085
H -0.68 -1.02 2.68 0.092
H -1.57 -1.54 4.19 0.130
H 1.41 0.51 5.17 0.084
H 1.45 -0.27 3.71 0.068
H 0.72 -1.16 5.00 0.081
C 4.04 -3.86 3.18 -0.123
O 2.89 -4.52 2.65 -0.171
C 1.64 -3.95 3.04 -0.190
C 0.43 -4.78 2.47 -0.193
N 0.30 -4.70 1.01 -0.011
C -0.89 -5.58 0.71 -0.198
C -1.28 -5.56 -0.76 -0.237
O -1.41 -4.24 -1.19 -0.192
C -1.74 -4.12 -2.52 -0.129
H 4.15 -2.83 2.84 0.068
H 4.99 -4.34 2.93 0.083
H 4.06 -3.67 4.25 0.076
H 1.61 -2.92 2.69 0.102
H 1.47 -3.99 4.12 0.110
H -0.49 -4.42 2.94 0.099
H 0.50 -5.82 2.80 0.113
H 0.09 -3.77 0.66 0.053
H -1.75 -5.13 1.21 0.097
H -0.86 -6.60 1.08 0.119
H -2.22 -6.11 -0.72 0.120
H -0.52 -6.11 -1.32 0.126
H -2.76 -4.50 -2.65 0.087
H -1.11 -4.73 -3.17 0.087
H -1.74 -3.10 -2.88 0.084

***

2.
19
Properties=species:S:1:pos:R:3:nbo_charge:R:1 method="wB97M-V/def2-TZVPD" e_lumo_ev=-6.21 total_energy_ev=-75335.610 orbital_gap_ha=0.281 total_charge=+1
C 1.14 -2.85 1.67 -0.433
C 0.40 2.60 -1.84 -0.425
N 0.23 0.28 0.31 -1.359
N 0.84 -2.33 0.31 -0.905
N 0.05 2.79 -0.45 -0.875
P -0.37 -1.22 0.00 1.738
P -0.70 1.61 0.38 1.806
Cl -1.90 -1.59 1.16 -0.125
Cl -0.59 -1.37 -1.88 -0.084
Cl -1.06 2.06 2.22 -0.065
Cl -3.01 0.76 -1.09 -0.465
H 1.73 -2.17 2.29 0.230
H 0.05 -3.01 2.16 0.194
H 1.73 -3.80 1.59 0.245
H -0.47 3.03 -2.39 0.229
H 1.39 3.17 -2.06 0.257
H 0.33 1.51 -1.93 0.225
H 0.53 -3.13 -0.11 0.392
H -0.33 3.66 -0.33 0.419

***

HOMO level, record by record: -7.91; -13.86 eV
Energy relative to the best compared isomer or geometry (same formula, charge and spin), record by record: 33.7; 39.5 kcal/mol